1.
# C25H32Cl52NO5PSSi2

C25H32Cl52NO5PSSi2 as an isolated structure at a distorted geometry (the ωB97M-V functional and the def2-TZVPD basis, the Open Molecules 2025 dataset).

Geometry as XYZ:
```
119
C25H32Cl52NO5PSSi2 (the ωB97M-V functional and the def2-TZVPD basis)
C 7.70 1.21 -2.10
C 6.68 1.85 -1.16
C 5.45 2.34 -1.94
O 4.19 1.89 -1.43
Si 3.84 0.29 -1.65
O 3.26 -0.09 -3.18
Si 4.39 -0.50 -4.36
C 5.30 -2.10 -4.05
C 4.39 -3.36 -3.91
C 4.42 -3.91 -2.47
N 3.16 -4.56 -2.06
C 3.45 -0.60 -5.99
C 2.56 0.66 -6.10
C 1.14 0.48 -5.60
C 0.30 -0.47 -6.47
S -0.15 -2.03 -5.73
O -1.34 -1.88 -4.98
O -0.18 -3.01 -6.73
O 1.02 -2.47 -4.72
P 2.18 -0.13 -0.23
C 2.83 -1.04 1.24
C 0.93 -1.12 -1.12
H 8.66 1.10 -1.60
H 7.88 1.90 -2.92
H 7.35 0.29 -2.54
H 6.42 1.20 -0.33
H 7.17 2.71 -0.74
H 5.43 3.42 -1.86
H 5.59 2.13 -3.00
H 4.98 -0.59 -1.32
H 5.41 0.56 -4.56
H 5.93 -2.25 -4.92
H 5.99 -2.07 -3.21
H 3.38 -3.19 -4.26
H 4.82 -4.12 -4.54
H 5.23 -4.63 -2.39
H 4.63 -3.09 -1.80
H 2.58 -3.84 -1.65
H 2.66 -4.83 -2.91
H 2.84 -1.50 -5.98
H 4.17 -0.61 -6.80
H 3.02 1.44 -5.50
H 2.55 1.02 -7.12
H 1.09 0.17 -4.56
H 0.67 1.45 -5.64
H 0.80 -0.63 -7.42
H -0.66 0.00 -6.63
H 0.93 -2.01 -3.87
H 2.88 -2.12 1.11
H 3.78 -0.63 1.56
H 2.13 -0.87 2.04
H 0.06 -1.35 -0.53
H 1.30 -2.06 -1.50
H 0.62 -0.55 -1.98
C -0.71 -6.05 -5.79
Cl 0.65 -5.61 -4.75
Cl -2.06 -5.00 -5.39
Cl -0.26 -5.84 -7.48
Cl -1.17 -7.74 -5.50
C -0.22 0.90 3.56
Cl 1.51 1.20 3.50
Cl -0.67 -0.28 2.32
Cl -0.66 0.26 5.15
Cl -1.10 2.40 3.28
C -1.89 -4.18 -1.61
Cl -1.83 -3.69 0.10
Cl -1.92 -5.94 -1.72
Cl -3.34 -3.52 -2.36
Cl -0.48 -3.58 -2.47
C -4.24 3.97 5.83
Cl -3.84 4.75 7.36
Cl -3.15 2.61 5.55
Cl -5.91 3.39 5.87
Cl -4.05 5.12 4.50
C -4.25 2.83 0.74
Cl -2.97 4.04 0.64
Cl -5.57 3.28 -0.34
Cl -3.62 1.25 0.27
Cl -4.84 2.75 2.42
C -6.33 -3.44 -5.14
Cl -6.17 -5.06 -5.81
Cl -7.30 -2.44 -6.22
Cl -7.12 -3.53 -3.56
Cl -4.73 -2.72 -4.95
C -3.95 -2.03 6.98
Cl -4.29 -0.34 6.62
Cl -3.34 -2.83 5.53
Cl -2.72 -2.12 8.25
Cl -5.42 -2.84 7.53
C -7.35 6.85 2.48
Cl -6.91 7.59 4.03
Cl -6.26 5.49 2.20
Cl -9.01 6.27 2.55
Cl -7.20 8.04 1.18
C 0.82 -5.67 2.38
Cl -0.68 -6.46 1.88
Cl 1.85 -5.40 0.97
Cl 0.44 -4.12 3.13
Cl 1.67 -6.70 3.54
C -6.50 7.16 9.29
Cl -4.92 7.38 10.06
Cl -7.67 8.27 10.00
Cl -6.35 7.48 7.56
Cl -7.03 5.49 9.53
C -9.82 10.12 13.17
Cl -10.75 11.38 12.36
Cl -10.29 8.54 12.53
Cl -8.09 10.38 12.88
Cl -10.13 10.17 14.91
C 4.49 -6.56 -3.43
Cl 6.15 -6.02 -3.14
Cl 4.49 -7.85 -4.64
Cl 3.80 -7.16 -1.92
Cl 3.53 -5.21 -4.02
C 2.78 4.54 5.95
Cl 3.27 6.01 5.10
Cl 3.93 3.25 5.60
Cl 2.75 4.84 7.69
Cl 1.17 4.06 5.40
```

Computed properties:
Frontier orbital gap   8.0104 eV
Strongest force on any atom   16.9 eV Å⁻¹


2.
# C25H32ClF7NO21P

A 7-piece molecular cluster, C25H32ClF7NO21P overall at a distorted geometry (the ωB97M-V functional and the def2-TZVPD basis, the Open Molecules 2025 dataset).

Geometry as XYZ:
```
88
C25H32ClF7NO21P (the ωB97M-V functional and the def2-TZVPD basis)
C 3.91 -2.96 -1.41
C 4.63 -2.61 -2.72
C 4.95 -3.88 -3.53
C 3.92 -1.53 -3.56
N 2.50 -1.29 -3.24
C 1.62 -2.34 -3.52
O 1.82 -3.24 -4.33
O 0.43 -2.23 -2.83
C -0.15 -3.48 -2.49
C -1.18 -3.96 -3.49
F -0.78 -3.25 -1.25
P 2.14 -0.32 -1.84
O 3.51 0.57 -1.92
Cl 0.77 1.10 -2.63
H 3.63 -2.09 -0.82
H 4.59 -3.57 -0.80
H 3.04 -3.61 -1.61
H 5.61 -2.19 -2.44
H 5.39 -4.65 -2.88
H 4.07 -4.28 -4.05
H 5.70 -3.64 -4.30
H 4.45 -0.58 -3.44
H 4.00 -1.77 -4.63
H 0.62 -4.24 -2.30
H -1.73 -4.80 -3.10
H -0.64 -4.28 -4.39
H -1.88 -3.17 -3.77
H 3.69 0.90 -1.03
O -1.44 -7.75 -2.68
C -2.61 -7.61 -2.82
O -3.56 -8.42 -2.30
C -4.84 -7.83 -2.57
C -4.54 -6.96 -3.76
F -5.30 -5.83 -3.77
O -3.18 -6.60 -3.54
H -5.16 -7.24 -1.71
H -5.58 -8.60 -2.78
H -4.62 -7.45 -4.73
O -5.17 1.12 0.37
C -4.44 0.62 -0.42
O -4.04 -0.67 -0.38
C -3.26 -0.93 -1.56
C -2.79 0.45 -1.94
F -2.68 0.61 -3.27
O -3.86 1.27 -1.46
H -3.90 -1.36 -2.33
H -2.45 -1.61 -1.33
H -1.86 0.77 -1.46
O -2.17 5.55 3.97
C -2.90 4.99 3.21
O -2.95 3.66 3.05
C -4.03 3.35 2.15
C -4.18 4.65 1.41
F -5.47 4.89 1.06
O -3.78 5.61 2.39
H -4.92 3.11 2.73
H -3.77 2.51 1.52
H -3.55 4.75 0.53
O -2.06 10.54 -0.83
C -1.69 9.66 -0.13
O -1.84 9.62 1.21
C -1.40 8.34 1.67
C -0.47 7.91 0.56
F -0.48 6.56 0.37
O -1.05 8.54 -0.57
H -2.26 7.67 1.76
H -0.91 8.41 2.63
H 0.56 8.24 0.67
O 0.23 1.19 7.66
C 0.04 2.34 7.43
O -1.12 2.85 6.95
C -1.01 4.28 6.94
C 0.49 4.47 6.89
F 0.89 5.58 7.55
O 0.97 3.32 7.58
H -1.43 4.68 7.86
H -1.52 4.71 6.08
H 0.91 4.48 5.89
O 4.51 -0.20 0.83
C 5.03 -1.05 1.47
O 4.85 -1.25 2.79
C 5.53 -2.45 3.16
C 6.57 -2.57 2.06
F 6.83 -3.86 1.75
O 5.91 -1.96 0.96
H 4.83 -3.29 3.14
H 5.96 -2.36 4.15
H 7.50 -2.05 2.25
```

Computed properties:
Structure (SMILES)   CC(C)CN(C(=O)O[C@H](C)F)P(O)Cl.O=C1OC[C@@H](F)O1.O=C1OC[C@@H](F)O1.O=C1OC[C@@H](F)O1.O=C1OC[C@@H](F)O1.O=C1OC[C@@H](F)O1.O=C1OC[C@@H](F)O1
Frontier orbital gap   9.5872 eV
Strongest force on any atom   2.1 eV Å⁻¹


3.
# C25H32ClN2O5PPdS

C25H32ClN2O5PPdS as an isolated structure at a distorted geometry (the ωB97M-V functional and the def2-TZVPD basis, the Open Molecules 2025 dataset).

Geometry as XYZ:
```
68
C25H32ClN2O5PPdS (the ωB97M-V functional and the def2-TZVPD basis)
Pd 0.13 -0.39 -1.21
C 6.67 0.75 4.30
C 5.88 0.59 3.04
C 4.63 -0.03 3.05
C 3.90 -0.20 1.89
C 4.41 0.26 0.68
C 5.64 0.90 0.65
C 6.36 1.06 1.82
S 3.50 0.01 -0.81
O 3.44 -1.42 -1.00
O 4.14 0.83 -1.81
N 2.01 0.48 -0.51
C 1.67 1.83 -0.60
C 2.49 2.95 -0.42
C 1.92 4.19 -0.56
C 0.56 4.32 -0.88
C -0.17 3.16 -1.02
N 0.37 1.95 -0.88
H 6.05 0.62 5.18
H 7.13 1.74 4.36
H 7.48 0.02 4.37
H 4.23 -0.39 3.99
H 2.93 -0.68 1.93
H 6.03 1.27 -0.29
H 7.33 1.55 1.79
H 3.54 2.84 -0.19
H 2.54 5.07 -0.43
H 0.09 5.29 -1.00
H -1.22 3.18 -1.25
C -5.48 2.57 -1.79
C -5.03 1.84 -0.55
O -4.38 0.59 -0.90
P -2.75 0.63 -0.89
O -2.44 -0.72 -0.05
C -2.79 -0.73 1.34
C -4.07 -1.49 1.58
O -2.35 0.01 -2.34
C -3.17 -0.99 -3.01
C -3.98 -0.34 -4.09
H -5.98 3.50 -1.51
H -6.17 1.97 -2.37
H -4.63 2.82 -2.42
H -5.87 1.57 0.09
H -4.34 2.44 0.05
H -2.86 0.31 1.70
H -1.95 -1.19 1.86
H -4.91 -1.01 1.08
H -4.28 -1.54 2.65
H -3.98 -2.51 1.21
H -3.79 -1.49 -2.26
H -2.47 -1.72 -3.41
H -4.71 0.36 -3.68
H -4.52 -1.10 -4.66
H -3.34 0.20 -4.79
Cl -2.63 -3.63 -1.35
C -1.33 -3.48 -0.21
C -1.57 -3.87 1.09
C -0.55 -3.77 2.05
C 0.70 -3.29 1.68
C 0.94 -2.91 0.38
C -0.06 -2.98 -0.62
C 0.20 -2.55 -1.95
H -2.54 -4.26 1.35
H -0.75 -4.08 3.06
H 1.50 -3.23 2.41
H 1.92 -2.56 0.08
H -0.52 -2.73 -2.73
H 1.24 -2.38 -2.24
```

Computed properties:
Expectation value of S²   2.0356
Spin multiplicity   3
Frontier orbital gap (spin up / spin down)   7.9394 / 6.6669 eV
Strongest force on any atom   1.1 eV Å⁻¹